# C31H42BrN3O2PbSi4Te

A structure of composition C31H42BrN3O2PbSi4Te (ωB97M-V with the def2-TZVPD basis set, the OMol25 dataset).

Values from the calculation:
HOMO-LUMO gap   0.22805 hartree
Charge   0
Relative energy (zero: lowest compared OMol25 entry of this formula, charge and spin)   0.399 eV

```
85
Properties=species:S:1:pos:R:3:lowdin_charge:R:1
Pb -1.6204 -0.0612 1.6862 1.031
C -0.1983 4.5674 2.1786 -0.043
C -0.9519 5.2147 1.2174 -0.042
C -2.0749 4.5881 0.7039 -0.010
C -2.4051 3.3200 1.1625 -0.267
N -1.6467 2.6777 2.0477 -0.017
C -0.5799 3.2909 2.5513 -0.140
C -3.6195 2.5993 0.6488 -0.194
C -4.6957 3.3271 0.1626 -0.002
C -5.8178 2.6564 -0.2792 -0.029
C -5.8428 1.2792 -0.2228 -0.001
C -4.7363 0.6044 0.2695 -0.188
N -3.6479 1.2577 0.7004 0.070
C -4.7441 -0.8941 0.3682 -0.228
C -5.6535 -1.6731 -0.3260 -0.007
C -5.6079 -3.0515 -0.1723 -0.034
C -4.6762 -3.6111 0.6795 -0.019
C -3.7877 -2.7643 1.3236 -0.115
N -3.8144 -1.4416 1.1518 0.014
H 0.6829 5.0239 2.6108 0.112
H -0.6615 6.1934 0.8574 0.115
H -2.6587 5.0650 -0.0723 0.112
H 0.0106 2.7171 3.2622 0.110
H -4.6660 4.4072 0.1614 0.112
H -6.6751 3.2056 -0.6490 0.118
H -6.7226 0.7344 -0.5339 0.111
H -6.3638 -1.2270 -1.0073 0.108
H -6.2900 -3.6792 -0.7303 0.115
H -4.5993 -4.6811 0.8232 0.121
H -2.9982 -3.1563 1.9559 0.115
C 3.0658 1.5068 -3.0035 -0.224
Si 3.4108 1.8389 -1.1990 0.280
C 5.2512 1.7280 -0.8720 -0.216
C 2.8620 3.5867 -0.8038 -0.229
Si 2.2071 0.3082 0.0852 0.074
Te -0.1360 0.9465 -0.5797 0.439
Si 2.9066 0.5233 2.3005 0.330
C 1.7769 -0.3569 3.5051 -0.219
C 3.1575 2.3019 2.8837 -0.209
C 4.5886 -0.3042 2.3859 -0.219
Si 2.6382 -1.8819 -0.6106 0.326
C 4.4743 -2.0435 -0.9809 -0.217
C 1.6903 -2.1777 -2.1826 -0.208
C 2.2072 -3.1275 0.7059 -0.196
H 3.5406 2.2599 -3.6417 0.032
H 1.9852 1.5283 -3.1862 0.018
H 3.4340 0.5194 -3.3053 0.020
H 5.8063 2.3296 -1.6005 0.033
H 5.6170 0.6968 -0.9341 0.013
H 5.4863 2.1076 0.1300 0.025
H 3.2690 4.2912 -1.5392 0.032
H 3.2074 3.8953 0.1899 0.011
H 1.7683 3.6566 -0.8226 -0.003
H 0.7448 0.0009 3.4409 -0.037
H 2.1141 -0.2064 4.5363 0.037
H 1.7568 -1.4320 3.2968 0.031
H 2.6211 2.5065 3.8163 0.023
H 2.8324 3.0326 2.1355 -0.007
H 4.2235 2.4734 3.0668 0.031
H 4.5194 -1.3872 2.2405 0.019
H 5.0470 -0.1187 3.3633 0.036
H 5.2608 0.0934 1.6163 0.016
H 4.7653 -1.4508 -1.8568 0.022
H 4.7194 -3.0924 -1.1851 0.033
H 5.0876 -1.7152 -0.1345 0.011
H 1.9771 -1.4456 -2.9447 0.027
H 0.6138 -2.0691 -2.0110 -0.001
H 1.8821 -3.1837 -2.5745 0.044
H 2.8635 -3.0055 1.5742 0.020
H 2.3443 -4.1440 0.3208 0.043
H 1.1678 -3.0277 1.0385 0.004
Br -3.1720 -0.3804 -3.7127 0.702
C -2.2580 -1.9246 -3.0761 -0.667
C -1.8437 -2.8985 -3.9661 -0.125
C -1.1979 -4.0203 -3.4550 -0.072
C -0.9858 -4.1555 -2.0908 -0.036
C -1.3812 -3.1535 -1.2118 -0.149
C -2.0188 -2.0300 -1.7182 -0.142
C -1.1118 -3.3185 0.2741 -0.664
O -1.1803 -4.4630 0.7247 0.031
O -0.8407 -2.2602 0.9498 -0.309
H -2.0113 -2.7833 -5.0288 0.099
H -0.8653 -4.7952 -4.1354 0.106
H -0.5120 -5.0406 -1.6854 0.123
H -2.3138 -1.2271 -1.0623 0.030
```



# C31H42F10INO10S

A cluster of 4 separate species, C31H42F10INO10S in total (ωB97M-V with the def2-TZVPD basis set, the OMol25 dataset).

Values from the calculation:
HOMO-LUMO gap   0.34293 hartree
Charge   0
Structure (SMILES)   COCN1C(=O)c2cc(CCC(F)(F)C(F)(F)S(F)(F)(F)(F)F)c(C[C@H](C)I)c(CC(=O)F)c2C1=O.CCOC(C)=O.CCOC(C)=O.CCOC(C)=O

```
96
Properties=species:S:1:pos:R:3:lowdin_charge:R:1
C -2.2279 -4.4621 1.2035 -0.072
O -2.9364 -3.6521 2.1427 -0.126
C -2.4670 -2.3679 2.2902 -0.195
N -1.4661 -2.1933 3.3715 0.063
C -0.1966 -1.6803 2.9180 -0.338
O 0.8330 -2.2726 2.8547 0.170
C -0.4855 -0.2148 2.6706 -0.066
C 0.1101 0.6947 1.8251 0.061
C -0.4017 1.9914 1.7909 -0.103
C 0.2013 3.0134 0.8306 -0.090
C 1.0673 2.4335 -0.2897 -0.066
C 2.5464 2.5386 0.0231 -0.456
F 2.8051 3.8758 0.1842 0.107
F 2.8872 1.9645 1.1950 0.129
C 3.4889 2.1050 -1.1417 -0.434
F 2.9570 2.4945 -2.3054 0.134
F 4.6512 2.7566 -1.0137 0.132
S 3.8824 0.2537 -1.2119 0.769
F 4.7221 0.3491 0.1110 -0.105
F 5.1908 0.5932 -2.0509 -0.132
F 3.0961 0.0940 -2.5866 -0.141
F 2.5642 -0.1486 -0.4413 -0.123
F 4.2679 -1.2730 -1.3069 -0.116
C -1.4902 2.3616 2.6148 -0.089
C -2.0037 3.7945 2.5033 -0.178
C -3.1039 3.8827 1.3940 -0.699
C -2.7403 4.8659 0.2604 -0.175
I -5.0428 4.4208 2.1998 0.884
C -2.0805 1.4239 3.4967 -0.060
C -3.2444 1.7777 4.4053 -0.026
C -4.4558 0.9023 4.2144 -0.481
O -5.2620 1.1038 3.3768 0.128
F -4.6383 -0.1124 5.0455 0.132
C -1.5389 0.1338 3.5003 -0.022
C -1.8782 -1.1362 4.2749 -0.345
O -2.2876 -1.2822 5.3768 0.178
H -2.9759 -5.1137 0.7511 0.087
H -1.7851 -3.8824 0.3937 0.091
H -1.4778 -5.0964 1.6849 0.057
H -3.3373 -1.7637 2.5598 0.143
H -2.0895 -1.9725 1.3397 0.144
H 0.9470 0.3838 1.2227 0.102
H 0.7201 3.7674 1.4212 0.137
H -0.6169 3.5187 0.3350 0.084
H 0.7730 1.4216 -0.5480 0.126
H 0.8948 3.0462 -1.1697 0.119
H -2.4574 4.1146 3.4320 0.072
H -1.2083 4.4598 2.2004 0.096
H -3.2576 2.9087 0.9462 0.076
H -2.8495 4.3496 -0.6823 0.054
H -1.7072 5.1895 0.3056 0.062
H -3.4246 5.7066 0.2133 0.039
H -2.9107 1.8213 5.4416 0.143
H -3.5914 2.7750 4.1690 0.050
C -0.5199 8.2212 -3.7249 -0.062
C 0.4422 7.1300 -3.3036 -0.230
O -0.1927 6.1450 -2.4800 0.005
C -0.9230 5.1299 -2.9685 -0.509
C -1.2853 5.0957 -4.4332 0.021
O -1.3230 4.2926 -2.2022 0.079
H -1.3406 7.8281 -4.3248 0.068
H -0.0013 8.9810 -4.3096 0.084
H -0.9616 8.6918 -2.8466 0.085
H 0.9379 6.6571 -4.1527 0.116
H 1.2269 7.5564 -2.6817 0.124
H -2.3028 5.4667 -4.5480 0.101
H -1.2440 4.0622 -4.7686 0.094
H -0.6209 5.6716 -5.0720 0.070
C 2.3219 -8.8917 2.6366 -0.066
C 2.8287 -7.7458 1.7844 -0.240
O 1.7685 -6.8952 1.3438 0.002
C 1.2367 -5.9181 2.1063 -0.497
C 1.6101 -5.8174 3.5632 0.026
O 0.4227 -5.1858 1.6110 0.074
H 1.8400 -8.5355 3.5467 0.067
H 3.1437 -9.5504 2.9188 0.081
H 1.5797 -9.4690 2.0853 0.084
H 3.6045 -7.1642 2.2852 0.114
H 3.2736 -8.1411 0.8726 0.121
H 0.8211 -6.2794 4.1558 0.102
H 1.6774 -4.7640 3.8211 0.083
H 2.5622 -6.2787 3.8134 0.068
C 2.5943 -3.1280 -3.7477 -0.063
C 1.5018 -4.1767 -3.7900 -0.230
O 0.2217 -3.6176 -3.4860 0.002
C -0.5366 -2.9712 -4.3914 -0.531
C 0.0443 -2.6307 -5.7463 0.009
O -1.6435 -2.6273 -4.0835 0.107
H 2.4297 -2.3445 -4.4878 0.068
H 3.5697 -3.5778 -3.9362 0.087
H 2.6092 -2.6456 -2.7718 0.064
H 1.4723 -4.7139 -4.7398 0.114
H 1.6806 -4.9214 -3.0164 0.124
H 0.3626 -1.5893 -5.7354 0.094
H -0.7383 -2.7563 -6.4907 0.090
H 0.8811 -3.2561 -6.0466 0.065
```



# C31H42N2O2RbS5

A structure of composition C31H42N2O2RbS5 (ωB97M-V with the def2-TZVPD basis set, the OMol25 dataset).

Values from the calculation:
HOMO-LUMO gap   0.31231 hartree
Charge   +1
Relative energy (zero: lowest compared OMol25 entry of this formula, charge and spin)   0.543 eV

```
83
Properties=species:S:1:pos:R:3:lowdin_charge:R:1
Rb 0.9346 0.3307 -0.1571 0.814
C -2.7921 -1.9605 -0.3357 -0.530
C -1.9562 -3.0396 0.3520 -0.513
S -0.1791 -2.6995 0.3709 0.804
C 0.2323 -2.9752 2.1086 -0.529
C -0.4886 -2.1068 3.1402 -0.509
S -0.3458 -0.3310 2.8172 0.806
C -2.0659 0.1935 2.9765 -0.522
C -3.0650 -0.4287 1.9988 -0.517
S -2.5945 -0.2681 0.2615 0.828
H -2.5303 -1.8982 -1.3939 0.072
H -3.8448 -2.2459 -0.2932 0.084
H -2.2900 -3.1865 1.3784 0.062
H -2.1273 -3.9870 -0.1604 0.081
H 0.0802 -4.0265 2.3592 0.085
H 1.3098 -2.8035 2.1577 0.076
H -1.5456 -2.3652 3.1848 0.063
H -0.0803 -2.3268 4.1272 0.080
H -2.4077 0.0228 3.9987 0.085
H -2.0350 1.2773 2.8430 0.074
H -3.2102 -1.4845 2.2233 0.063
H -4.0348 0.0477 2.1486 0.079
O 3.2954 -0.4921 -0.0592 -0.733
S 4.7850 -0.2389 -0.0530 1.009
C 5.0695 0.9376 1.2924 -0.312
C 4.4718 2.3250 1.0943 -0.226
C 4.3642 3.1179 2.4026 -0.202
C 3.2501 2.7116 3.3642 -0.309
S 1.5529 2.9800 2.8270 0.992
O 1.3968 2.2064 1.5341 -0.743
C 1.6564 4.7021 2.4063 -0.401
C 1.8741 5.0817 1.0906 -0.078
C 1.9396 6.4348 0.7854 -0.053
C 1.7966 7.3849 1.7875 -0.062
C 1.5742 6.9902 3.1010 -0.061
C 1.4920 5.6415 3.4153 -0.077
C 5.0955 0.8482 -1.4269 -0.399
C 6.3984 1.2244 -1.7236 -0.078
C 6.6251 2.0973 -2.7765 -0.062
C 5.5574 2.5714 -3.5311 -0.062
C 4.2630 2.1657 -3.2384 -0.056
C 4.0231 1.2976 -2.1798 -0.070
H 6.1495 0.9672 1.4575 0.102
H 4.6239 0.3999 2.1347 0.093
H 3.4896 2.2435 0.6312 0.081
H 5.1040 2.8828 0.4016 0.122
H 4.2540 4.1773 2.1648 0.109
H 5.3043 3.0381 2.9576 0.125
H 3.3211 3.2688 4.3024 0.100
H 3.2666 1.6494 3.6234 0.095
H 1.9873 4.3269 0.3246 0.088
H 2.1021 6.7484 -0.2377 0.113
H 1.8468 8.4378 1.5443 0.112
H 1.4488 7.7332 3.8770 0.112
H 1.2899 5.3289 4.4338 0.116
H 7.2312 0.8387 -1.1464 0.118
H 7.6359 2.4000 -3.0155 0.112
H 5.7401 3.2480 -4.3556 0.110
H 3.4321 2.5183 -3.8368 0.091
H 3.0207 0.9585 -1.9571 0.069
N -0.8735 2.7681 -0.6170 0.070
C -0.6992 3.2039 -1.9316 -0.333
C 0.5656 3.5860 -2.3842 -0.045
C 0.7622 3.9272 -3.7144 -0.102
C -0.2880 3.8848 -4.6227 -0.117
C -1.5462 3.4999 -4.1712 -0.087
C -1.7532 3.1628 -2.8428 -0.037
H -0.2303 3.1325 0.0719 0.048
H -1.8248 2.7317 -0.2880 0.080
H 1.4006 3.6060 -1.6918 0.095
H 1.7475 4.2389 -4.0410 0.100
H -0.1352 4.1627 -5.6569 0.104
H -2.3834 3.4719 -4.8578 0.108
H -2.7375 2.8587 -2.5055 0.115
C 1.1040 0.8288 -6.0244 -0.079
C -0.0957 0.1094 -5.4056 -0.200
C -0.0205 0.0682 -3.9358 -0.184
N 0.0554 0.0421 -2.7910 0.095
H 1.0172 0.8131 -7.1093 0.082
H 2.0375 0.3402 -5.7474 0.081
H 1.1371 1.8661 -5.6934 0.050
H -0.1670 -0.9191 -5.7601 0.119
H -1.0295 0.6082 -5.6674 0.116
```